Below is a molecular structure, C17H22N3O7STa, with properties calculated with wB97M-V/def2-TZVPD.

## Properties
**Net charge**: +2
**HOMO-LUMO gap**: 8.8 eV

CARTESIAN COORDINATES (ANGSTROEM)
Ta 0.7341 -0.2370 -0.3194
C -0.0586 -2.4669 -1.1724
C 0.6085 -1.8249 -2.2345
C 1.9576 -1.6801 -1.8804
C 2.1230 -2.1624 -0.5624
C 0.8664 -2.6684 -0.1310
H -1.1114 -2.7008 -1.1559
H 0.1578 -1.5170 -3.1661
H 2.7302 -1.2220 -2.4790
H 3.0551 -2.2221 -0.0268
H 0.6565 -3.0990 0.8367
N 2.0767 -0.4491 1.8118
C 3.3809 0.2601 2.0021
C 3.2829 1.7184 1.4836
C 2.3285 1.5083 0.3839
O 1.0752 1.6951 0.5546
O 2.6569 0.7474 -0.5977
H 1.3856 -0.0773 2.4585
H 2.1983 -1.4205 2.0836
H 4.1351 -0.2720 1.4284
H 3.6698 0.2583 3.0511
H 4.2604 2.0553 1.1467
H 2.8697 2.4015 2.2209
O -2.8464 3.1214 -3.9094
C -1.5750 3.3083 -4.2207
O -1.2037 4.0774 -5.0555
C -0.5506 2.5059 -3.4675
C 0.8141 2.6332 -3.6681
N 1.4379 1.7941 -2.8317
N 0.5566 1.0956 -2.1019
C -0.6486 1.5303 -2.4802
C -1.7493 0.9026 -1.7228
O -2.9117 1.1835 -1.8206
O -1.2656 -0.0235 -0.8976
H -3.0059 2.4697 -3.2020
H 1.3507 3.2742 -4.3512
H 2.4283 1.6504 -2.7040
O -0.4312 -0.5190 1.3957
S -1.9103 0.0240 1.5988
C -2.0742 -0.1023 3.3917
C -2.4337 -1.5516 3.6902
C -3.4874 -1.9143 2.6491
C -2.9658 -1.4257 1.2946
H -2.8961 0.5751 3.6410
H -1.1643 0.2870 3.8455
H -2.8084 -1.6529 4.7072
H -1.5524 -2.1895 3.5946
H -4.4320 -1.4221 2.8829
H -3.6805 -2.9851 2.6080
H -3.7329 -1.1274 0.5818
H -2.3012 -2.1444 0.8157

Atoms 1-3, force components in eV/Å:
Ta -0.1852 -0.3639 -0.5183
C -0.0537 0.0801 0.2929
C -0.2374 -0.0755 -0.1636

Below is 2 unconnected molecules or ions with the total composition C5H8O2, with properties calculated with wB97M-V/def2-TZVPD.

## Properties
**HOMO-LUMO gap**: 8.6 eV

CARTESIAN COORDINATES (ANGSTROEM)
O -0.4104 1.1998 -1.4250
C 0.2227 0.5474 -0.4423
C -0.4584 0.4980 0.9114
C -1.9673 0.5131 0.9120
O -2.6556 0.8930 -0.0132
C 1.4510 0.0403 -0.6603
C 1.7895 -1.9855 -0.0029
H -1.3509 1.3168 -1.1833
H -0.1096 -0.3639 1.4878
H -0.1579 1.3830 1.4948
H -2.4465 0.1842 1.8529
H 2.1085 -0.3292 0.1508
H 1.9018 0.1532 -1.6396
H 1.4403 -2.2945 -1.0072
H 0.8531 -2.0194 0.5958

Atoms 1-3, force components in eV/Å:
O -0.0462 -0.0359 0.0432
C 0.1910 -0.0972 0.1486
C 0.0240 -0.0625 -0.0589

Below is 2 unconnected molecules or ions with the total composition FH4N2P at a distorted geometry, with properties calculated with wB97M-V/def2-TZVPD.

## Properties
**2S+1**: 3
**HOMO-LUMO gap (alpha / beta)**: 7.6 / 6.4 eV

CARTESIAN COORDINATES (ANGSTROEM)
N -2.5826 0.9365 -0.0254
N 0.4501 -0.0946 -0.0077
F -3.9578 -1.1901 0.0159
P -3.9849 0.4804 -0.1894
H -1.7990 0.3607 0.1456
H 0.4971 0.6959 -0.6124
H 0.4516 0.1337 0.9463
H 0.9703 -0.8750 -0.3598

Atoms 1-3, force components in eV/Å:
N 9.0180 3.1539 2.1268
N -1.1187 -0.2761 -1.3551
F 0.3790 1.1627 0.2448

Below is C15H14F2N4 in the gas phase at a distorted geometry, with properties calculated with wB97M-V/def2-TZVPD.

## Properties
**HOMO-LUMO gap**: 8.3 eV
**SMILES**: CCCn1c(-c2cnnc(C(F)F)c2)nc2ccccc21

CARTESIAN COORDINATES (ANGSTROEM)
C 0.7084 2.6384 -0.2466
C -0.7471 2.4340 0.1265
C -1.3705 1.0746 -0.2409
N -0.7953 0.0020 0.5383
C -0.1296 -1.1351 0.0736
C 0.3917 -1.5169 -1.2369
C 0.5956 -2.8318 -1.6076
N 1.1059 -3.1881 -2.7692
N 1.4777 -2.2365 -3.6448
C 1.2803 -0.9235 -3.4216
C 1.7174 0.0548 -4.4661
F 0.6622 0.8220 -4.7906
F 2.6565 0.9290 -4.0031
C 0.7715 -0.5317 -2.1944
N 0.1573 -1.9859 1.0406
C -0.3367 -1.4126 2.1977
C -0.1638 -1.8464 3.5166
C -0.6765 -1.0804 4.5749
C -1.3490 0.1043 4.2874
C -1.5274 0.5297 2.9710
C -0.9564 -0.2090 1.9206
H 0.8052 2.7904 -1.3093
H 1.1034 3.5274 0.2400
H 1.3333 1.7685 0.0747
H -0.8575 2.6267 1.2412
H -1.3394 3.1706 -0.4488
H -2.4663 1.1099 -0.0845
H -1.2237 0.8549 -1.3158
H 0.2568 -3.6238 -0.9520
H 2.0897 -0.5168 -5.3288
H 0.6892 0.5200 -2.0171
H 0.3607 -2.7660 3.7508
H -0.5324 -1.3742 5.6123
H -1.6628 0.7523 5.0821
H -2.0283 1.4694 2.8302

Atoms 1-3, force components in eV/Å:
C 0.4211 -0.9037 0.5400
C -0.7292 0.4794 0.5903
C -0.0857 0.5010 -0.2128

The evaluated ΔE to the lowest compared entry with this formula, charge and spin for the records listed, in turn: 22.13, 534.92, 78.65, 6.80 kJ/mol.